[1]
# C3H4N2

A single C3H4N2 molecule in a non-equilibrium geometry (wB97M-V/def2-TZVPD, the OMol25 dataset).

Each line ends with the Mulliken charge.
Element x y z (Å)
1 C -0.472 -0.077 1.057  -0.3858
2 C 0.008 1.050 0.476  -0.1289
3 N 0.771 0.778 -0.597  -0.4777
4 C 0.362 -0.491 -0.956  -0.1389
5 N -0.415 -1.059 0.002  -0.0424
6 H -1.171 -0.161 1.861  0.3213
7 H -0.137 2.088 0.721  0.3863
8 H 0.208 -0.889 -1.993  0.2791
9 H -0.783 -1.970 0.119  0.1870

Results
lowest unoccupied orbital energy: 0.9 eV
Kohn-Sham gap: 9.65 eV
SMILES: c1c[nH]cn1
net charge: 0


[2]
# C3H10N2O

2 unconnected molecules or ions with the total composition C3H10N2O (wB97M-V/def2-TZVPD, the OMol25 dataset).

Each line ends with the Mulliken charge.
Element x y z (Å)
1 C 0.485 1.047 -1.572  -0.2276
2 C 1.431 0.154 -1.861  -0.7221
3 N 0.455 1.874 -0.427  -0.4539
4 H -0.334 1.168 -2.270  0.4209
5 H 1.336 -0.457 -2.746  0.2608
6 H 2.272 -0.033 -1.207  0.2543
7 H 0.203 0.121 1.525  0.2709
8 H 1.251 1.692 0.176  0.2020
9 H 0.418 2.853 -0.693  0.2284
10 N -1.046 -1.271 0.021  -0.6147
11 C -1.184 -1.225 1.453  -0.2269
12 O -0.115 -0.557 2.120  -0.5175
13 H -1.003 -0.378 -0.469  0.2852
14 H -0.155 -1.675 -0.244  0.2611
15 H -2.116 -0.712 1.689  0.2905
16 H -1.177 -2.243 1.826  0.2887

Results
lowest unoccupied orbital energy: 0.9 eV
Kohn-Sham gap: 10.10 eV
SMILES: C=CN.NCO
net charge: 0


[3]
# C26H45ClLuNPS

A molecular structure, C26H45ClLuNPS in a non-equilibrium geometry (wB97M-V/def2-TZVPD, the OMol25 dataset).

Each line ends with the Mulliken charge.
Element x y z (Å)
1 Lu -2.407 -1.357 2.208  0.0698
2 P 2.142 -1.227 -0.346  0.8407
3 Cl -1.623 -0.855 4.416  -0.4546
4 C 1.214 0.377 -0.801  -0.2393
5 H 0.242 0.222 -0.264  -0.5855
6 H 1.794 1.117 -0.266  0.5837
7 C 1.181 -2.359 0.766  0.2187
8 C 3.559 -0.460 0.540  -0.4241
9 C 1.825 -3.743 0.915  -0.8474
10 H 1.265 -1.834 1.742  0.7205
11 C 1.129 -4.592 1.992  -1.1382
12 H 1.760 -4.285 -0.050  0.1707
13 H 2.893 -3.661 1.153  0.2848
14 C -0.390 -4.689 1.780  -0.9427
15 H 1.570 -5.576 2.004  0.4772
16 H 1.325 -4.119 2.987  0.3649
17 C -1.012 -3.287 1.580  0.3428
18 H -0.612 -5.309 0.899  0.3894
19 H -0.857 -5.163 2.652  0.4413
20 C -0.330 -2.503 0.447  1.1049
21 H -2.104 -3.417 1.379  -0.0111
22 H -0.820 -2.742 2.555  -0.0176
23 H -0.476 -3.042 -0.508  0.0670
24 H -0.797 -1.504 0.285  -1.3483
25 C 2.680 -2.129 -1.865  0.1068
26 C 4.500 0.245 -0.453  -0.5792
27 H 3.074 0.318 1.149  0.7453
28 C 5.521 1.107 0.307  -0.9120
29 H 5.033 -0.496 -1.061  0.1807
30 H 3.940 0.887 -1.155  0.2377
31 C 6.283 0.315 1.381  -0.6533
32 H 6.235 1.539 -0.415  0.3905
33 H 4.993 1.944 0.773  0.3850
34 C 5.353 -0.509 2.285  -0.9451
35 H 7.009 -0.346 0.905  0.3159
36 H 6.860 1.022 2.003  0.3547
37 C 4.343 -1.363 1.502  -0.6051
38 H 5.958 -1.177 2.929  0.3999
39 H 4.804 0.162 2.947  0.3924
40 H 4.862 -2.159 0.952  0.2280
41 H 3.655 -1.852 2.210  0.2750
42 C 1.536 -2.927 -2.522  -0.5024
43 H 2.954 -1.309 -2.556  0.9513
44 C 1.994 -3.527 -3.862  -0.8063
45 H 1.221 -3.743 -1.856  0.2160
46 H 0.660 -2.288 -2.709  -0.2840
47 C 3.287 -4.353 -3.734  -0.7283
48 H 1.187 -4.164 -4.255  0.4029
49 H 2.145 -2.708 -4.572  0.4017
50 C 4.398 -3.617 -2.965  -1.0245
51 H 3.064 -5.301 -3.240  0.3376
52 H 3.659 -4.597 -4.743  0.3802
53 C 3.905 -3.029 -1.635  -0.4730
54 H 5.223 -4.312 -2.752  0.3991
55 H 4.798 -2.806 -3.579  0.3717
56 H 3.639 -3.842 -0.945  0.1646
57 H 4.725 -2.473 -1.154  0.1058
58 C -3.465 -1.434 -2.043  -0.9009
59 C 1.121 0.765 -2.065  -0.3203
60 H -3.185 -2.401 -1.553  0.1871
61 C -0.014 1.497 -2.676  -0.8408
62 H 1.988 0.739 -2.718  0.1352
63 C -1.333 1.651 -1.876  -0.4303
64 H 0.293 2.572 -2.784  0.1813
65 H -0.144 1.094 -3.685  0.2549
66 C -2.581 0.974 -2.477  -0.9810
67 H -1.192 1.287 -0.862  0.1721
68 H -1.546 2.722 -1.820  0.4604
69 C -2.539 -0.510 -2.506  0.0646
70 H -3.428 1.264 -1.853  0.4310
71 H -2.806 1.411 -3.456  0.3842
72 H -4.437 -1.640 -2.549  0.2715
73 H -1.786 -0.970 -3.178  0.2092
74 S -4.267 -0.980 0.252  -0.0870
75 C -3.005 0.013 0.478  0.2765
76 N -1.960 0.409 0.984  -0.7646

Results
lowest unoccupied orbital energy (alpha / beta): 2.1 / 2.1 eV
Kohn-Sham gap (alpha / beta): 3.25 / 3.25 eV
net charge: -1


[4]
# C17H22B2Cl3NO4

2 unconnected molecules or ions with the total composition C17H22B2Cl3NO4 in a non-equilibrium geometry (wB97M-V/def2-TZVPD, the OMol25 dataset).

Each line ends with the Mulliken charge.
Element x y z (Å)
1 Cl 2.394 -2.211 3.866  -0.2992
2 B 1.856 -0.484 3.477  0.7352
3 Cl 1.459 0.473 4.992  -0.3082
4 Cl 3.199 0.388 2.492  -0.2588
5 O 0.574 -0.524 2.644  -0.4742
6 C -0.535 0.129 2.541  0.1669
7 C -1.622 -0.110 3.454  0.3634
8 C -2.497 0.944 3.837  -0.2723
9 C -3.722 0.652 4.430  -0.5597
10 C -4.093 -0.698 4.627  -0.2717
11 C -3.160 -1.727 4.419  -0.7062
12 C -1.916 -1.428 3.872  -0.2191
13 H -0.650 0.916 1.765  -0.0172
14 H -2.185 1.979 3.673  0.4225
15 H -4.420 1.451 4.728  0.3685
16 H -5.122 -0.951 4.918  0.3840
17 H -3.403 -2.771 4.667  0.3701
18 H -1.145 -2.185 3.718  0.4434
19 C 0.816 -1.614 -5.803  -1.2240
20 C 0.222 -0.618 -4.935  0.4163
21 C -0.344 0.602 -5.192  -0.5847
22 C -0.724 1.143 -3.928  -0.8341
23 C -0.342 0.238 -2.954  0.2343
24 B -0.208 0.416 -1.340  0.9295
25 O -0.645 -0.682 -0.511  -0.4422
26 C 0.456 -1.570 -0.199  0.0070
27 C 1.780 -0.931 -0.616  -0.6432
28 N 1.432 0.461 -1.031  0.3084
29 C 2.366 0.967 -2.054  -0.8998
30 C 1.432 1.415 0.108  0.9608
31 C 0.332 2.419 -0.225  -0.9453
32 O -0.681 1.740 -0.978  -0.4620
33 O 0.215 -0.863 -3.587  -0.3243
34 H 0.670 -1.329 -6.851  0.3330
35 H 1.897 -1.695 -5.632  0.2583
36 H 0.354 -2.596 -5.648  0.2868
37 H -0.475 1.084 -6.152  0.4356
38 H -1.200 2.107 -3.764  0.5116
39 H 0.475 -1.751 0.891  -0.0970
40 H 0.306 -2.534 -0.720  0.4453
41 H 2.507 -0.902 0.212  0.2543
42 H 2.204 -1.466 -1.474  0.4304
43 H 3.211 1.427 -1.521  0.2411
44 H 2.753 0.135 -2.659  0.3002
45 H 1.879 1.714 -2.692  0.3570
46 H 1.258 0.868 1.037  -1.4405
47 H 2.412 1.885 0.220  0.5387
48 H -0.161 2.834 0.676  0.4919
49 H 0.790 3.254 -0.797  0.2890

Results
lowest unoccupied orbital energy: -2.2 eV
Kohn-Sham gap: 5.51 eV
net charge: 0


[5]
# C3H8N2O

2 unconnected molecules or ions with the total composition C3H8N2O in a non-equilibrium geometry (wB97M-V/def2-TZVPD, the OMol25 dataset).

Each line ends with the Mulliken charge.
Element x y z (Å)
1 C 1.791 0.823 -0.153  -0.2713
2 C 2.125 -0.472 0.137  -0.7144
3 N -2.201 -0.385 -0.360  -0.1913
4 C -1.177 0.536 -0.435  -0.0746
5 O -2.152 -1.303 0.711  -0.4327
6 N -0.296 0.789 0.439  -0.5156
7 H -2.836 -1.015 1.335  0.3454
8 H -2.444 -0.873 -1.215  0.2555
9 H -1.173 1.072 -1.378  0.3598
10 H 2.065 1.608 0.537  0.1821
11 H 1.674 1.158 -1.176  0.2528
12 H 2.080 -1.228 -0.634  0.2338
13 H 2.627 -0.732 1.058  0.2668
14 H -0.083 0.023 1.133  0.3036

Results
lowest unoccupied orbital energy: 0.8 eV
Kohn-Sham gap: 8.60 eV
SMILES: [H]/N=C\NO.C=C
net charge: 0


[6]
# C21H33Br30O8PS

A molecular structure, C21H33Br30O8PS in a non-equilibrium geometry (wB97M-V/def2-TZVPD, the OMol25 dataset).

Each line ends with the Mulliken charge.
Element x y z (Å)
1 C 3.107 -2.206 3.587  -0.8471
2 C 2.007 -1.099 3.173  -0.0256
3 O 1.918 -1.143 1.730  -0.2747
4 C 0.846 -0.370 1.230  0.6956
5 C -0.603 -1.033 1.066  -0.4944
6 C -0.797 -2.377 1.941  -0.7626
7 C -2.216 -2.995 1.458  -0.6845
8 P -2.876 -4.327 2.610  1.3569
9 O -2.488 -4.018 4.068  -0.7755
10 O -2.189 -5.865 2.275  -0.5141
11 C -0.823 -5.734 1.831  0.1603
12 C -0.107 -7.177 1.845  -1.2278
13 O -4.580 -4.590 2.497  -0.4328
14 C -5.292 -3.320 2.207  -0.5697
15 C -5.361 -2.269 3.497  -1.0017
16 C 0.639 1.139 1.793  -0.3993
17 O 0.550 2.116 0.693  -0.3510
18 S 0.409 1.239 -0.745  1.1155
19 O 1.072 1.981 -1.876  -0.5130
20 O -0.993 1.073 -1.239  -0.4694
21 O 1.222 -0.094 -0.176  -0.4409
22 H 2.634 -2.876 4.365  0.3070
23 H 4.045 -1.681 3.936  0.3077
24 H 3.344 -2.837 2.670  0.0857
25 H 1.038 -1.374 3.689  0.1443
26 H 2.308 -0.076 3.577  0.2451
27 H -0.687 -1.369 -0.022  0.1045
28 H -1.452 -0.308 1.247  0.3714
29 H 0.046 -3.108 1.702  0.3220
30 H -0.880 -2.174 3.051  0.3098
31 H -2.048 -3.410 0.419  0.3241
32 H -2.924 -2.099 1.423  0.3515
33 H -0.778 -5.372 0.745  0.1723
34 H -0.189 -5.081 2.512  0.1802
35 H 0.797 -7.159 1.148  0.3376
36 H 0.269 -7.443 2.881  0.2958
37 H -0.791 -7.999 1.480  0.3165
38 H -6.380 -3.599 2.013  0.5498
39 H -4.939 -2.804 1.251  0.0731
40 H -6.406 -2.312 3.940  0.4343
41 H -4.654 -2.540 4.335  0.4521
42 H -5.169 -1.192 3.182  0.2424
43 H 1.594 1.468 2.299  0.3899
44 H -0.335 1.175 2.360  0.2798
45 C -4.712 0.014 -1.252  -0.3754
46 Br -5.916 -0.717 0.076  0.0085
47 Br -4.097 1.784 -0.757  -0.0264
48 Br -3.239 -1.190 -1.625  -0.0225
49 H -5.276 0.118 -2.176  0.4126
50 C -7.255 -5.710 4.687  -0.4700
51 Br -6.609 -7.294 5.605  -0.0861
52 Br -8.588 -4.762 5.745  -0.1143
53 Br -5.794 -4.550 4.124  0.1992
54 H -7.755 -6.050 3.783  0.3640
55 C 2.143 1.471 -5.541  -0.1475
56 Br 3.179 0.185 -4.527  -0.0652
57 Br 3.138 2.158 -7.057  -0.0366
58 Br 0.425 0.749 -6.073  -0.0110
59 H 1.944 2.313 -4.880  0.2050
60 C -0.618 4.787 -4.928  -0.4713
61 Br 0.166 4.124 -6.571  0.0096
62 Br -1.046 3.346 -3.708  0.1042
63 Br 0.498 6.133 -4.089  -0.0222
64 H -1.555 5.271 -5.193  0.3837
65 C 6.419 -4.248 1.492  -0.3414
66 Br 5.202 -4.992 2.803  -0.0241
67 Br 7.044 -2.488 2.009  0.0697
68 Br 7.889 -5.452 1.108  -0.0281
69 H 5.858 -4.127 0.569  0.3880
70 C 8.253 1.487 1.319  -0.3325
71 Br 6.349 1.853 1.304  0.0428
72 Br 9.299 3.101 1.087  -0.0442
73 Br 8.783 0.507 2.906  -0.0600
74 H 8.461 0.847 0.466  0.3618
75 C 8.793 -9.005 2.527  -0.2937
76 Br 9.138 -7.790 3.998  0.0092
77 Br 10.057 -8.760 1.076  -0.0166
78 Br 8.727 -10.849 3.118  -0.0435
79 H 7.809 -8.760 2.136  0.3233
80 C -0.727 9.723 -5.482  0.2971
81 Br -0.659 9.556 -7.411  -0.0217
82 Br 0.659 10.898 -4.811  0.0070
83 Br -2.486 10.259 -4.868  0.0055
84 H -0.533 8.735 -5.070  -0.2574
85 C -2.664 12.030 -10.044  -0.1365
86 Br -2.600 11.866 -11.974  -0.0129
87 Br -1.276 13.205 -9.376  0.0015
88 Br -4.420 12.565 -9.424  -0.0094
89 H -2.469 11.042 -9.634  0.1430
90 C -2.427 10.386 -0.733  -0.1747
91 Br -3.685 9.663 0.552  -0.0151
92 Br -1.787 12.138 -0.207  -0.0111
93 Br -0.966 9.160 -1.077  0.0259
94 H -2.964 10.511 -1.669  0.1694

Results
lowest unoccupied orbital energy: -0.5 eV
Kohn-Sham gap: 7.94 eV
net charge: 0